Entry 1:
The following is a quantum chemistry calculation of a structure of composition C11H22Cl3O4P2Ti, from OMol25.

Results
gap between HOMO and LUMO (spin up / spin down) = 4.147 / 4.166 eV

ORCA input file:
```
! wB97M-V def2-TZVPD RIJCOSX def2/J DEFGRID3
* xyz 3 1
O 1.72 -0.12 0.23
C -1.16 -1.96 2.91
C -1.62 1.59 0.78
H 1.42 3.77 -1.92
O -1.31 2.76 0.51
P -0.96 -2.11 1.12
H 2.37 2.53 -1.01
Cl 3.43 2.01 1.69
C -3.00 1.03 0.69
H -0.21 -4.31 1.76
C 0.15 -3.55 1.06
P 0.39 1.59 -2.05
H -0.20 -1.64 3.34
H -3.12 0.40 -0.21
C -0.56 0.70 1.43
C 2.61 -0.46 1.14
Cl 4.50 0.40 -0.58
O 0.01 0.88 2.47
H 2.44 0.73 -2.99
C 1.49 1.08 -3.41
H -2.84 -3.65 1.19
H 4.63 -0.04 1.76
C 1.36 2.90 -1.25
H -2.46 -3.12 -0.49
H 1.67 1.94 -4.08
H -0.62 3.27 -3.47
O 2.50 -1.35 1.97
H 0.85 3.19 -0.32
C 3.88 0.39 1.10
H -1.44 -2.94 3.32
H -1.57 1.74 -3.44
H 1.02 0.26 -3.96
Ti 0.00 -0.37 -0.48
C -1.00 2.46 -2.83
H 0.18 -3.96 0.04
Cl 0.70 -1.97 -1.86
C -2.56 -2.79 0.56
H -3.33 -2.02 0.61
H -1.93 -1.21 3.15
H 1.16 -3.22 1.34
H -3.70 1.86 0.63
H -1.65 2.87 -2.04
H -3.24 0.42 1.58
*
```



Entry 2:
The following is a quantum chemistry calculation of a cluster of 2 separate species, C6H12N2 in total, from OMol25.

Results
expectation value of S² = 0.750
gap between HOMO and LUMO (spin up / spin down) = 2.619 / 8.792 eV
ΔE to the lowest compared entry with this formula, charge and spin = 1.943 eV

ORCA input file:
```
! wB97M-V def2-TZVPD RIJCOSX def2/J DEFGRID3
* xyz -1 2
H -1.01 -0.59 2.60
H -3.23 -1.86 -2.94
H -2.53 -1.06 -1.53
H -0.90 -1.92 -3.94
N 0.94 1.66 1.48
H 2.61 1.57 -0.23
H 1.25 1.29 -1.45
H -2.36 -2.73 -2.05
H -1.14 -0.09 -3.39
C 1.17 0.56 0.58
H -0.73 1.75 2.98
C 1.88 0.87 -0.60
H 2.14 -0.19 -1.06
C -0.01 1.24 2.31
H 0.59 -1.62 0.78
H -0.19 -1.20 -2.34
C 0.44 -0.49 0.97
C -2.26 -1.74 -2.35
C -1.00 -1.18 -2.97
N -0.32 -0.07 2.08
*
```



Entry 3:
The following is a quantum chemistry calculation of a cluster of 2 separate species, C6H14O in total, from OMol25.

Results
gap between HOMO and LUMO = 9.575 eV
ΔE to the lowest compared entry with this formula, charge and spin = 1.148 eV

ORCA input file:
```
! wB97M-V def2-TZVPD RIJCOSX def2/J DEFGRID3
* xyz 0 1
C 1.26 0.35 -2.36
H 3.24 0.83 -0.37
H -2.40 0.83 -0.09
C 2.22 1.17 -0.11
H -2.35 -0.42 1.19
H 1.50 -0.65 -2.76
C 0.12 -0.05 -0.15
H -3.18 -0.75 -0.35
C -2.32 -0.25 0.10
C -1.07 -0.95 -0.55
H 2.06 1.05 -2.65
H -0.85 -1.96 -0.17
H 2.07 1.03 0.97
H 2.14 2.24 -0.35
H 0.19 0.10 0.93
H -1.09 -0.19 3.66
O -0.72 -0.81 4.34
C 1.13 0.45 -0.88
H 0.32 0.69 -2.83
H -1.26 -1.03 -1.63
H -1.01 -1.70 4.05
*
```



Entry 4:
The following is a quantum chemistry calculation of a cluster of 11 separate species, C21H46I2N13O24P in total, from OMol25.

Results
gap between HOMO and LUMO = 6.483 eV

ORCA input file:
```
! wB97M-V def2-TZVPD RIJCOSX def2/J DEFGRID3
* xyz 0 1
H -1.21 2.85 -5.21
C 5.68 2.29 1.38
H 1.46 2.07 2.68
C -5.02 -3.28 -1.33
N 6.49 1.07 1.14
C -1.64 0.51 -4.50
O 3.44 -3.18 4.77
C -0.54 0.42 -0.70
H 9.07 -6.08 4.29
H 0.73 -8.31 7.31
C -7.38 -7.06 0.91
C 5.26 -2.48 3.49
N 0.07 -2.90 7.79
O -3.93 -4.13 0.54
H 4.24 5.95 -3.23
C 0.99 2.79 -0.54
H 6.11 3.09 0.78
H 1.19 -6.64 7.78
O -0.53 -3.87 8.27
H 0.82 9.36 -1.41
H 2.97 4.24 -4.26
H -4.47 0.16 -4.86
O -7.19 -1.16 -3.85
N 0.74 2.89 -2.03
H 1.19 9.94 -3.07
H 3.13 5.94 -1.71
H -8.96 -0.59 -1.47
H -4.48 -2.34 -1.27
H -4.45 1.72 -6.04
O 0.99 6.93 -3.19
O -7.54 -7.47 -1.37
N -7.43 -7.99 -0.25
O 3.44 -7.01 7.02
H -7.29 -7.64 1.82
O 7.69 1.12 1.43
N -7.31 -0.57 -2.77
N 0.05 2.09 -2.88
C -4.25 1.31 -4.94
N 2.51 -7.62 6.46
C -2.72 1.75 -4.54
O -0.26 -1.71 7.93
P 0.58 1.08 2.10
H 8.42 -5.04 5.60
H 4.66 4.83 -1.69
O 6.91 -4.87 3.49
C 1.14 -7.36 6.96
H 5.43 -3.56 3.46
O 3.11 3.64 0.73
H -4.51 -3.99 -2.00
N 1.57 7.92 -2.72
C 0.35 1.46 0.25
N -5.03 -3.88 0.03
C 2.91 4.01 -3.09
H 1.46 -4.25 6.96
H -9.37 -0.37 -3.20
H 9.87 -4.52 4.68
N 4.04 -2.21 4.30
H 6.09 -1.97 3.98
O 2.77 7.98 -2.43
N 1.22 -0.42 2.33
H 4.65 2.09 1.08
O -2.17 2.79 -5.47
H -8.63 0.98 -2.28
C 1.33 4.16 -2.68
C 1.29 -3.17 6.99
H -2.99 4.95 -7.47
O -1.41 -0.06 -3.17
C -3.17 5.61 -6.62
H 2.14 -0.30 2.84
H 1.12 -2.78 5.98
C 1.84 3.84 0.39
C 3.80 5.23 -2.39
H -8.31 -6.48 0.91
O -6.41 -0.34 -1.96
O -3.34 7.17 -8.34
H -4.07 5.31 -6.08
O 2.63 -8.42 5.53
O -6.13 -4.09 0.55
H 2.12 -2.66 7.47
H 0.71 4.37 -3.67
H 0.56 -6.96 6.13
H -6.52 -6.41 0.77
O 1.16 5.05 0.91
H 5.08 -2.09 2.49
H -0.72 1.13 2.72
H -2.12 -0.36 -5.15
O 8.47 -3.38 3.08
O -3.61 7.87 -6.27
H -0.27 8.94 -2.77
O 3.71 -1.02 4.43
I -1.54 -1.37 0.08
H -4.99 1.92 -4.24
I 3.77 2.01 -2.83
C -8.68 -0.10 -2.40
N -3.39 6.99 -7.12
H -6.05 -3.12 -1.65
H 1.13 5.11 -1.99
C 8.92 -5.06 4.63
H 5.74 2.51 2.45
C -0.59 0.87 -2.31
H -0.61 0.76 -5.06
O 5.91 0.08 0.66
O -7.36 -9.20 -0.01
H -2.30 5.63 -5.96
C 0.76 9.14 -2.47
H -2.77 2.29 -3.49
N 8.03 -4.38 3.66
*
```



Entry 5:
The following is a quantum chemistry calculation of a structure of composition C28H28Cl3N10O2S2SiYb, from OMol25.

Results
expectation value of S² = 0.751
gap between HOMO and LUMO (spin up / spin down) = 2.761 / 2.720 eV
ΔE to the lowest compared entry with this formula, charge and spin = 1.784 eV

ORCA input file:
```
! wB97M-V def2-TZVPD RIJCOSX def2/J DEFGRID3
* xyz 0 2
C 8.57 19.14 12.07
C 8.81 14.59 12.93
H 9.28 15.14 7.45
H 7.85 13.23 5.21
H 13.61 12.18 6.54
N 11.22 14.30 7.57
C 10.72 12.40 6.39
N 10.74 11.70 10.30
H 8.24 11.57 5.97
H 13.08 16.19 8.49
C 9.37 17.15 10.79
H 6.73 16.80 10.54
O 8.71 12.99 10.08
C 11.77 13.22 6.99
H 6.33 9.45 15.54
C 8.23 10.04 13.78
C 8.31 10.80 11.45
S 10.41 14.02 13.13
H 10.88 11.50 5.86
H 9.60 19.24 12.35
N 9.23 15.85 11.06
H 11.97 20.34 8.70
H 14.16 7.77 10.54
C 12.81 18.28 8.70
H 7.50 12.82 6.95
C 8.25 18.07 11.21
C 6.39 9.61 12.26
C 11.65 10.63 10.28
C 10.55 17.54 10.01
H 13.35 12.57 8.29
N 8.34 15.42 11.96
C 9.53 13.14 6.50
C 5.92 18.61 11.60
C 13.23 12.92 7.27
H 11.68 7.38 10.21
C 12.49 16.97 8.96
C 10.76 18.89 9.77
Cl 16.19 13.32 13.17
C 6.29 19.67 12.42
H 8.17 13.65 14.63
H 6.95 14.75 13.81
C 8.15 12.68 6.10
O 8.70 10.83 8.91
H 5.35 9.30 12.12
Cl 17.03 11.65 10.35
H 6.55 10.52 10.27
N 12.98 10.99 10.35
N 6.17 9.05 14.62
S 9.13 11.57 10.05
H 8.67 10.02 14.76
H 4.89 18.48 11.42
H 13.80 18.41 8.24
N 11.22 9.37 10.18
H 5.20 8.74 14.39
C 13.86 10.00 10.15
N 11.47 16.57 9.70
C 13.46 8.59 10.28
C 7.63 19.98 12.64
N 7.92 14.34 13.89
H 5.56 20.31 12.95
Cl 16.70 10.30 13.73
C 7.03 10.23 11.21
C 6.92 9.56 13.58
C 6.91 17.77 11.07
C 8.88 10.72 12.75
H 14.87 10.30 10.02
H 13.88 13.79 7.01
C 11.92 19.30 9.04
H 9.83 11.29 12.96
H 7.93 20.79 13.27
Yb 10.58 14.14 10.27
H 9.97 19.59 10.15
N 9.82 14.24 7.29
Si 15.98 11.47 12.19
C 12.10 8.42 10.24
*
```



Entry 6:
The following is a quantum chemistry calculation of an isolated molecule of C3H5NO2, from OMol25.

Results
gap between HOMO and LUMO (spin up / spin down) = 8.558 / 7.613 eV
ΔE to the lowest compared entry with this formula, charge and spin = 3.681 eV

ORCA input file:
```
! wB97M-V def2-TZVPD RIJCOSX def2/J DEFGRID3
* xyz 0 1
O 1.79 -0.96 -1.34
H -0.50 -1.31 0.74
C 0.90 -0.58 -0.58
H -1.52 0.69 -0.63
O -0.07 1.30 0.68
H 1.89 1.25 0.18
N -0.13 -1.44 -0.19
H -2.06 1.41 1.06
C -1.31 1.11 0.34
C 0.95 0.75 0.02
H 0.14 -2.40 -0.37
*
```



Entry 7:
The following is a quantum chemistry calculation of a structure of composition C38H35MgN2O4PS, from OMol25.

Results
gap between HOMO and LUMO = 7.772 eV
ΔE to the lowest compared entry with this formula, charge and spin = 0.000 eV

ORCA input file:
```
! wB97M-V def2-TZVPD RIJCOSX def2/J DEFGRID3
* xyz 0 1
H -3.44 -0.28 5.72
C 4.25 4.23 -2.02
C -3.06 0.55 5.11
H 1.73 1.35 -2.46
H -4.11 2.01 2.75
S 4.55 4.68 -4.71
H -1.79 -0.65 3.89
H -0.24 -0.88 -3.08
H -2.23 1.01 5.65
H 4.03 -1.77 -2.39
C 1.52 -1.26 3.83
H 1.88 6.76 -4.53
C -1.04 -0.03 -1.28
H 1.17 -4.79 -3.41
O -3.06 2.07 0.97
C 1.74 1.31 1.05
Mg 0.54 -0.05 2.03
H -0.47 -3.76 -1.89
C 2.14 -1.64 -1.41
C 2.44 2.17 -2.34
H -4.64 -3.51 -1.18
N -1.44 0.71 1.66
H 2.36 -4.19 4.37
H -1.29 1.71 3.51
H 2.66 2.49 -4.45
C -1.68 -2.44 0.08
C -1.62 -3.27 1.20
H -0.76 -3.20 1.86
H -2.84 -1.90 -1.65
C 3.05 -2.21 -2.29
C 0.51 -3.31 -2.00
H 4.06 3.88 0.09
C 2.81 2.55 -1.05
C 1.43 -3.90 -2.86
C 0.85 -2.18 -1.28
H -2.57 -4.82 2.33
H 1.91 -2.22 5.71
H 4.96 5.05 -1.90
C -1.82 1.02 -0.77
H 2.42 -0.78 -0.80
H -2.64 2.61 -3.66
C -3.74 -0.70 3.02
C -2.19 1.87 -3.00
H -2.84 3.25 2.66
P -0.28 -1.29 -0.16
H -4.64 -0.09 2.93
C -0.85 -0.09 -2.66
H 1.03 5.53 -5.46
O 2.15 -3.78 1.64
H -4.52 -4.97 0.81
C -2.77 -2.54 -0.78
C 2.10 -3.03 2.59
C 2.96 2.81 -3.45
H -1.22 0.79 -4.58
C -2.06 1.21 2.92
H -3.86 1.29 5.02
C 3.86 3.86 -3.30
O 3.31 5.78 -6.68
C -2.62 0.04 3.74
C -3.10 2.22 2.41
C -2.40 1.95 -1.64
H -3.43 -1.01 2.02
H 3.41 -3.79 -3.70
C -2.63 -4.18 1.46
C 2.24 1.88 0.09
O 0.92 -0.18 4.07
C 2.76 -3.27 3.95
C -1.40 0.86 -3.51
C 1.87 5.70 -4.79
C -3.79 -3.44 -0.51
H 1.76 5.12 -3.88
H 3.83 -3.42 3.81
C -2.07 1.23 0.67
C -3.72 -4.27 0.61
C 2.69 -3.33 -3.02
H 3.29 -1.41 4.99
H -4.01 -1.60 3.57
H -3.02 2.74 -1.23
C 2.42 -2.03 4.77
C 3.74 3.58 -0.90
N 1.40 -1.83 2.62
C 3.15 5.43 -5.55
*
```



Entry 8:
The following is a quantum chemistry calculation of a cluster of 2 separate species, C5H9N2P in total, from OMol25.

Results
gap between HOMO and LUMO = 8.409 eV
ΔE to the lowest compared entry with this formula, charge and spin = 4.279 eV

ORCA input file:
```
! wB97M-V def2-TZVPD RIJCOSX def2/J DEFGRID3
* xyz 0 1
N -3.21 -0.44 -1.03
H -1.24 1.97 0.45
H -3.84 1.62 -0.73
H 2.43 1.33 0.03
C -1.33 -0.69 0.55
H -1.96 -2.09 -0.96
C 1.24 -0.76 -0.68
H 1.89 -1.39 1.24
N -2.03 -1.15 -0.50
C 1.93 -0.59 0.47
C 2.72 0.64 0.80
P -2.00 0.92 0.95
C -3.17 0.74 -0.47
H 0.75 -1.64 -1.13
H 3.80 0.55 0.53
H 1.46 0.05 -1.32
H 2.56 0.92 1.82
*
```



Entry 9:
The following is a quantum chemistry calculation of a cluster of 2 separate species, C24H30F6N5 in total, from OMol25.

Results
gap between HOMO and LUMO = 5.850 eV
ΔE to the lowest compared entry with this formula, charge and spin = 0.000 eV

ORCA input file:
```
! wB97M-V def2-TZVPD RIJCOSX def2/J DEFGRID3
* xyz 1 1
F 3.78 -5.91 -3.87
N 4.06 -2.57 -2.41
H -1.26 -1.14 -2.29
H -4.47 1.96 -0.14
C 4.32 -4.00 -2.51
H -6.89 2.26 -2.68
C 3.55 -4.58 -3.66
C -5.74 0.28 -3.61
H -5.91 2.52 -1.18
H -3.42 -0.73 -3.34
H 2.97 -3.45 -0.11
H -2.39 1.41 1.04
H 4.57 -1.67 -4.28
H 3.17 -0.91 4.05
H 2.40 2.67 6.94
N 1.03 2.44 5.36
H 5.94 -2.14 -3.24
C 1.13 -0.47 -1.79
C 0.68 -0.91 -0.51
C 2.95 -2.08 -1.78
H 0.84 1.94 7.40
C -5.16 3.39 -2.98
H 1.03 -2.41 1.04
F 2.20 -4.41 -3.44
C 4.92 -1.72 -3.24
C 2.11 -0.67 4.02
C -5.89 2.30 -2.25
C 1.13 1.51 4.35
H 0.60 0.32 -2.31
C -2.59 0.97 0.07
C -1.96 -0.47 -1.78
H -5.68 -0.80 -3.40
N 0.70 1.52 3.12
H 1.23 4.52 5.57
H 4.96 -0.70 -2.84
C -1.61 0.11 -0.51
H 1.63 -0.15 6.89
C 2.26 -0.99 -2.37
H 3.21 0.53 6.45
C 1.61 1.98 6.61
H 1.82 -0.37 3.01
C -0.39 -0.20 0.14
H -5.21 0.47 -4.56
C -4.09 0.69 -1.83
H 0.20 2.39 2.94
F -5.13 3.09 -4.33
C 2.45 -2.61 -0.56
H -0.43 3.90 5.82
H 5.38 -4.14 -2.75
H 2.63 -0.59 -3.32
N 1.81 0.44 4.88
H 1.55 -1.56 4.31
N -5.21 1.05 -2.52
H -0.25 0.13 1.17
F -3.85 3.43 -2.57
C -3.76 1.28 -0.59
F -5.69 4.63 -2.84
H 4.00 -4.51 -1.60
H 0.26 3.97 4.18
C 2.14 0.59 6.27
F 3.84 -3.92 -4.83
C 0.49 3.77 5.23
C 1.38 -2.01 0.08
H -6.80 0.56 -3.75
C -3.17 -0.24 -2.40
*
```